(1)
The following is a DFT calculation (ωB97M-V/def2-TZVPD) of 2 unconnected molecules or ions with the total composition C4H8O in a non-equilibrium geometry.

CARTESIAN COORDINATES (ANGSTROEM)
1 C 1.8352 0.1166 -0.3669
2 C 0.8820 -0.3141 0.6075
3 C -0.6704 -0.1953 0.0994
4 C -1.1313 1.1176 0.0731
5 H 2.5880 0.0641 0.1538
6 H 1.8644 -0.4653 -1.5068
7 H 1.7732 1.4055 -0.7028
8 H 1.0277 0.3143 1.3075
9 H 0.8327 -1.1520 1.0430
10 H -1.4290 1.4430 0.9387
11 H -2.0391 1.2869 -0.6325
12 H -0.3516 2.1560 -0.6193
13 O -1.2199 -1.1751 -0.3075

Values from the calculation:
Frontier orbital gap: 9.984 eV
Charge: 0
ΔE to the lowest compared entry with this formula, charge and spin: 538.4 kJ/mol
E_tot: -6319.588 eV
LUMO level: 0.595 eV

---

(2)
The following is a DFT calculation (ωB97M-V/def2-TZVPD) of 2 unconnected molecules or ions with the total composition C6H10 in a non-equilibrium geometry.

CARTESIAN COORDINATES (ANGSTROEM)
1 C 1.8098 0.0785 -0.9067
2 C 1.1640 -0.5014 0.3316
3 C -0.2119 -0.0944 0.5659
4 C -0.6246 0.8883 1.4122
5 C -2.4425 -0.1830 -0.6501
6 C -1.2370 -0.6968 -0.3225
7 H 1.7857 1.1694 -0.8441
8 H 1.2522 -0.2281 -1.8163
9 H 2.8607 -0.2097 -1.0040
10 H 2.5166 0.4846 1.3979
11 H 1.3914 -1.5924 0.4914
12 H -1.6591 0.9126 1.8187
13 H 0.1160 1.5098 1.8912
14 H -3.1194 -0.7411 -1.2744
15 H -2.6551 0.8547 -0.3248
16 H -0.9468 -1.6509 -0.7659

Values from the calculation:
Frontier orbital gap: 8.882 eV
Charge: 0
ΔE to the lowest compared entry with this formula, charge and spin: 464.1 kJ/mol
E_tot: -6379.050 eV
LUMO level: 0.047 eV

---

(3)
The following is a DFT calculation (ωB97M-V/def2-TZVPD) of 2 unconnected molecules or ions with the total composition C15H20IN2O5 in a non-equilibrium geometry.

CARTESIAN COORDINATES (ANGSTROEM)
1 C -1.1460 4.6321 3.3419
2 C -2.3143 3.6299 2.6876
3 C -1.9012 3.4748 1.0907
4 O -2.8126 2.6174 0.3149
5 C -1.8835 1.8215 -0.5545
6 C -1.1670 2.4871 -1.6879
7 C -1.2119 4.0260 -2.2580
8 C 0.2231 4.5144 -2.9550
9 O 0.1852 4.7062 -4.2871
10 I 2.0907 4.8689 -1.8561
11 C -0.2798 1.1749 -2.2246
12 O 0.7992 1.3120 -3.0261
13 O -0.8500 -0.0726 -1.6438
14 C -1.5264 0.2007 -0.3507
15 O -1.7693 -0.5984 0.6939
16 H -0.5556 5.1208 2.4339
17 H -0.3746 3.9820 3.9353
18 H -1.6109 5.5225 3.9430
19 H -3.3452 4.1687 2.8472
20 H -2.2470 2.6279 3.2896
21 H -0.8481 2.9126 1.0962
22 H -1.7725 4.5628 0.6794
23 H -1.4665 4.8441 -1.4605
24 H -2.0728 4.0970 -3.0812
25 C -1.1995 -3.6975 -0.4026
26 C -0.3405 -3.6888 0.8479
27 N 1.0969 -3.8175 0.5706
28 C 2.1115 -3.3259 1.3813
29 C 3.2952 -3.6589 0.7846
30 N 2.9778 -4.3529 -0.3686
31 C 1.6438 -4.4585 -0.4739
32 C 3.9173 -4.8996 -1.3393
33 H -1.1248 -4.6550 -0.9271
34 H -2.2514 -3.5403 -0.1451
35 H -0.8896 -2.9075 -1.0940
36 H -0.6243 -4.5130 1.5118
37 H -0.4981 -2.7474 1.3870
38 H 1.8558 -2.7999 2.2854
39 H 4.3290 -3.4915 1.0359
40 H 1.1182 -4.9686 -1.2709
41 H 3.7306 -4.4339 -2.3108
42 H 3.7632 -5.9793 -1.4112
43 H 4.9456 -4.6970 -1.0291

Values from the calculation:
Frontier orbital gap: 7.936 eV
Charge: +1
E_tot: -37183.244 eV
LUMO level: -4.060 eV

---

Q: The lowest frontier orbital gap belongs to which entry?
A: C15H20IN2O5